(1)
DFT (ωB97M-V/def2-TZVPD) results for a molecular structure, C27H48F9O16S3V in a non-equilibrium geometry.

```
104
Properties=species:S:1:pos:R:3
O 10.62878 2.73454 36.17255
V 11.43194 3.41230 34.98465
C 13.76750 3.10697 30.77427
F 15.07035 2.87371 30.61309
F 13.26178 3.49329 29.57169
F 13.21286 1.96620 31.15404
S 13.48756 4.45470 32.13202
O 14.84466 4.83599 32.49399
O 12.84227 5.59439 31.50726
O 12.77361 3.89134 33.28290
C 9.69182 2.52378 30.85114
F 10.60686 1.73821 30.41284
F 10.12135 3.81143 30.81661
F 8.59644 2.49994 30.11122
S 9.21978 2.01459 32.63023
O 10.29780 2.58333 33.46573
O 7.95263 2.66948 32.94377
O 9.10947 0.55856 32.78195
C 9.27797 7.02646 32.80182
F 8.05473 7.21271 33.40521
F 9.19690 6.02290 31.95716
F 9.66264 8.13619 32.11827
S 10.65152 6.75613 34.15217
O 10.59763 5.31581 34.53698
O 11.87392 7.26863 33.54797
O 10.25358 7.56976 35.26728
C 13.34584 -0.63737 34.81091
C 14.06954 0.05199 35.86897
C 13.99336 1.55462 35.55373
O 12.65643 1.65309 35.01156
C 12.36172 0.43611 34.30165
H 12.96181 -1.60642 35.12962
H 13.96536 -0.95540 33.97237
H 15.12767 -0.18051 35.98896
H 13.54277 -0.12705 36.80628
H 14.63698 1.88198 34.73723
H 14.12378 2.22722 36.40150
H 12.58109 0.48958 33.23530
H 11.39215 -0.06162 34.28458
C 7.35514 -2.85772 29.32880
C 7.34303 -1.39715 29.85592
C 8.31934 -0.75694 28.83283
O 8.28984 -1.58912 27.67580
C 7.30779 -2.55949 27.84621
H 6.45431 -3.39991 29.61626
H 8.12532 -3.54356 29.68171
H 7.64262 -1.42031 30.90368
H 6.37124 -0.91088 29.77068
H 9.35794 -0.77490 29.16311
H 8.08613 0.29604 28.67493
H 7.60783 -3.46200 27.31370
H 6.34014 -2.25874 27.44458
C 6.70300 6.55551 35.95954
C 6.64237 6.60184 37.52535
C 7.82090 5.66571 37.94116
O 8.20750 5.04886 36.72394
C 7.27828 5.20296 35.66476
H 7.42597 7.31640 35.66549
H 5.72445 6.83948 35.57237
H 5.70289 6.19488 37.89933
H 6.69045 7.67144 37.72968
H 7.57911 4.95498 38.73141
H 8.72113 6.20658 38.23292
H 6.60838 4.37587 35.89982
H 7.48765 4.96039 34.62292
C 4.62894 2.52815 27.29263
C 5.70933 1.65265 27.86061
C 6.79835 1.67191 26.75721
O 6.44651 2.73805 25.83545
C 5.03438 2.77103 25.82512
H 4.64046 3.38718 27.96347
H 3.58392 2.21838 27.28321
H 5.26703 0.66917 28.01946
H 6.08483 1.92891 28.84589
H 6.99324 0.75480 26.20132
H 7.78879 1.91766 27.14029
H 4.79741 1.92679 25.17767
H 4.67797 3.67420 25.32979
C 12.57670 -0.62601 25.92940
C 11.42381 0.09406 26.56856
C 12.01857 0.26704 27.97502
O 13.45577 0.30734 27.80193
C 13.84333 0.00653 26.47576
H 12.44569 -0.72665 24.85199
H 12.61645 -1.66901 26.24349
H 10.43687 -0.36159 26.64875
H 11.28953 1.02278 26.01399
H 11.72636 -0.63534 28.51207
H 11.63224 1.20477 28.37439
H 14.66062 -0.70410 26.35279
H 14.10788 0.87264 25.86916
C 5.08068 -1.26693 32.84917
C 5.51533 0.19289 32.84718
C 5.51130 0.61672 34.34745
O 5.17225 -0.56308 35.04888
C 5.50830 -1.71027 34.23885
H 5.75655 -1.82004 32.19697
H 4.03657 -1.36630 32.55241
H 4.95115 0.83301 32.16892
H 6.54620 0.26411 32.50028
H 4.95444 1.50173 34.65529
H 6.57120 0.82834 34.48868
H 4.85644 -2.52354 34.55787
H 6.50134 -2.09154 34.47678
```

* expectation value of S²: 2.033
* LUMO energy (spin up / spin down): -2.126 / -6.122 eV
* DFT total energy: -144179.841 eV
* spin multiplicity: 3


(2)
DFT (ωB97M-V/def2-TZVPD) results for 4 unconnected molecules or ions with the total composition C12H12F4O12 in a non-equilibrium geometry.

```
40
Properties=species:S:1:pos:R:3
C 2.67316 -2.30634 -1.85614
C 1.90896 -1.56895 -2.98334
O 1.16524 -2.56494 -3.56362
C 1.69213 -3.83640 -3.25083
O 1.29769 -4.78785 -3.74964
O 2.53677 -3.69889 -2.21846
F 2.85040 -1.06670 -3.76478
H 2.28609 -2.23503 -0.85820
H 3.75462 -2.04746 -1.96627
H 1.27310 -0.79005 -2.72333
C -0.44485 -1.19699 1.99717
C 0.53222 -1.79260 0.99508
O -0.16411 -1.92474 -0.16032
C -1.47393 -1.55459 0.03685
O -2.25769 -1.37778 -0.80587
O -1.74058 -1.32195 1.38259
F 1.01202 -3.03936 1.41498
H -0.26492 -0.14785 2.17198
H -0.41394 -1.77300 2.95612
H 1.36319 -1.10950 0.79593
C -4.24902 0.68314 1.99367
C -4.79645 1.22391 0.65290
O -3.63791 1.64476 -0.04999
C -2.63429 1.86592 0.88926
O -1.57933 2.37323 0.63262
O -2.95865 1.35017 2.08182
F -5.64351 2.22801 0.79713
H -3.98882 -0.40562 2.01397
H -4.86540 0.97813 2.85628
H -5.32515 0.45319 0.09305
C 1.74430 2.99145 1.29864
C 2.56518 3.64587 0.22553
O 2.64941 2.68525 -0.81006
C 2.21347 1.45665 -0.34862
O 2.24283 0.44240 -0.93833
O 1.68163 1.67839 0.89068
F 3.83582 3.88301 0.69367
H 0.74169 3.36388 1.18016
H 2.20432 3.08564 2.28665
H 2.21429 4.51360 -0.28892
```

* ΔE to the lowest compared entry with this formula, charge and spin: 11.76 kcal/mol
* LUMO energy: 0.364 eV
* SMILES string: O=C1OC[C@@H](F)O1.O=C1OC[C@@H](F)O1.O=C1OC[C@@H](F)O1.O=C1OC[C@@H](F)O1
* DFT total energy: -48078.963 eV


(3)
DFT (ωB97M-V/def2-TZVPD) results for 21 unconnected molecules or ions with the total composition C24H58O27S in a non-equilibrium geometry.

```
110
Properties=species:S:1:pos:R:3
O -3.90527 1.22539 0.48314
O 3.17094 3.18527 -4.60407
O 2.40756 0.40518 -2.34816
O 1.70179 4.95836 -2.79919
O -3.02979 -2.15992 0.49501
O -1.09987 1.96252 -0.14184
O 1.71747 -1.79399 -0.58284
S -7.35412 -3.07784 1.94006
C -3.44073 0.13758 0.31236
C 3.33681 2.78136 -3.45049
C 1.96480 1.39971 -1.84231
C -4.83862 -3.58548 2.29198
C -5.53569 -4.73379 2.96234
C 0.31546 3.54415 -1.29916
C 1.50448 3.78194 -2.11309
C 2.30781 2.72764 -2.41784
C -5.60630 -2.63580 1.77729
C -6.92595 -4.56624 2.77448
C 0.12548 2.38766 -0.60908
C -5.22570 -1.30669 1.25515
C -3.98440 -1.15637 0.70662
C -1.82062 -1.58529 0.21265
C -1.00678 0.63309 -0.20072
C 0.49617 -1.20727 -0.38772
C -2.04042 -0.22814 0.07243
C -0.54710 -2.11783 -0.02523
C 0.21702 0.16237 -0.46300
C 4.66090 2.03596 -3.12295
C -7.97839 -5.55762 3.23129
C -0.33497 -3.59825 0.23857
C 2.09068 1.46333 0.59018
C 1.17769 1.33074 -0.59138
H 1.42764 5.76655 -2.18249
H 2.18643 -1.14217 -1.18849
H -3.72237 -3.51424 2.26280
H -5.06084 -5.55523 3.45605
H -0.54547 4.11696 -1.37907
H -5.94648 -0.57431 1.46570
H 4.95483 2.19463 -2.04671
H 5.45543 2.37400 -3.74054
H 4.58111 0.98168 -3.32566
H -7.55595 -6.35794 3.81986
H -8.76647 -5.01335 3.80209
H -8.46629 -5.97415 2.38187
H 0.22621 -4.03864 -0.63854
H -1.26674 -4.17368 0.13760
H 0.23323 -3.82108 1.18177
H 2.62953 2.38120 0.62634
H 2.84772 0.71903 0.72129
H 1.41333 1.46879 1.44240
O -1.77993 -6.85123 -0.89637
H -2.46925 -6.29082 -1.38067
H -1.85650 -7.80319 -1.23054
O -2.16336 6.23551 -1.81083
H -1.81991 7.18390 -1.73110
H -2.79193 6.06186 -1.03719
O -7.41853 0.97312 2.91682
H -7.83344 1.24954 2.03637
H -7.71211 1.63373 3.62475
O -4.04512 -8.18416 2.98190
H -4.50434 -8.24148 2.08213
H -3.36650 -8.93259 3.03763
O -1.41919 4.28844 1.89605
H -1.40425 3.74668 1.04163
H -1.56597 3.65298 2.66962
O 0.52791 4.03665 -5.31871
H 1.33566 3.83435 -4.74393
H 0.85341 4.42779 -6.19325
O 1.96790 -2.03099 2.23572
H 1.83652 -1.82215 1.25445
H 2.62737 -1.36359 2.61444
O 1.95157 1.20456 4.22451
H 1.82238 0.99584 5.20610
H 2.73459 0.65990 3.88689
O 1.05869 7.02828 -1.45924
H 0.35455 7.62180 -1.87839
H 1.18443 7.31885 -0.49824
O 6.00355 5.08039 -2.16368
H 6.32531 4.42284 -1.46521
H 6.66722 5.07883 -2.92742
O 7.52525 1.37596 -5.73399
H 7.58059 0.45676 -5.31475
H 6.86409 1.33425 -6.49878
O 5.35679 2.38981 0.63640
H 6.23802 2.75316 0.29702
H 5.26456 1.43507 0.31435
O 0.21236 -4.30684 3.71367
H 0.64382 -3.75606 2.98276
H -0.43815 -4.95000 3.28129
O -3.10651 -6.76879 5.15694
H -2.38307 -6.20993 4.72325
H -3.52302 -7.35352 4.44394
O 5.65243 -0.14917 -0.60124
H 5.81952 -0.58346 0.29722
H 6.51996 -0.15821 -1.12188
O 4.30120 5.08003 -6.16115
H 3.87743 4.37593 -5.57087
H 3.63763 5.83499 -6.27722
O 4.69866 -2.47324 -2.34249
H 3.73953 -2.63335 -2.62214
H 4.80933 -1.48678 -2.14655
O 1.41352 3.95334 2.82956
H 1.45004 2.95407 2.98409
H 0.49569 4.18351 2.47128
O 3.03561 -4.39354 1.30504
H 2.73300 -3.47182 1.59248
H 3.89248 -4.29332 0.77637
O -6.20900 2.71123 0.04628
H -5.42463 2.27707 0.51533
H -6.92287 2.00749 -0.09118
```

* LUMO energy: -0.899 eV
* DFT total energy: -91942.127 eV